A molecular structure, C28H84FeNO21S in a non-equilibrium geometry. Source: the OMol25 dataset; level of theory: ωB97M-V/def2-TZVPD.

Summary:
Charge = -1
2S+1 = 5
Max |F| = 8.2 eV Å⁻¹
Electronic energy = -4413.8073 Ha

Geometry as XYZ:
```
136
Properties=species:S:1:pos:R:3:forces:R:3
Fe -2.0095 -2.8859 0.6996 0.7 0.0 1.0
S -3.3805 -4.5326 -0.7957 -4.9 -3.7 -5.5
O -2.6688 -3.3026 -1.1263 1.8 3.3 -2.0
O -3.1896 -4.5021 0.6293 0.3 -1.3 5.0
O -4.7680 -4.5555 -1.2507 -1.1 2.3 1.6
O -2.9059 -5.6814 -1.5216 3.4 -1.3 0.6
N -0.2361 -0.2189 -0.2078 -0.9 0.0 -1.4
O -0.9181 -1.1942 0.1412 -0.3 0.1 0.5
O 0.9383 -0.1477 0.0965 1.7 0.2 0.7
O -0.7369 0.6423 -0.9489 -0.1 0.0 0.2
C -0.5282 -2.4246 -3.6139 -0.5 0.3 0.2
C -1.7461 -1.5599 -3.9965 -0.2 -0.9 0.0
O -2.9646 -2.1637 -3.5025 1.1 1.5 -1.3
H -0.4236 -2.5000 -2.5315 -0.1 0.2 0.2
H 0.4118 -2.0286 -3.9982 -0.1 -0.1 -0.3
H -0.7115 -3.4516 -3.9299 0.1 0.0 -0.3
H -1.8196 -1.4694 -5.0803 -0.2 -0.5 -0.2
H -1.6201 -0.5142 -3.7157 0.0 0.2 0.7
H -2.7861 -2.3607 -2.5800 -0.2 -0.6 0.6
C -1.1940 3.6104 1.7107 -0.8 0.6 0.7
C -0.7515 5.0453 1.4268 -0.7 -1.1 0.2
O 0.5278 4.9893 0.8832 0.6 0.8 0.5
H -1.3499 3.0089 0.8151 0.3 0.1 0.0
H -2.1431 3.6516 2.2451 -0.3 -0.1 -0.1
H -0.5240 3.1238 2.4194 0.4 0.0 -0.4
H -0.7857 5.6479 2.3345 0.3 0.0 0.3
H -1.4428 5.5383 0.7434 -0.1 -0.1 -0.3
H 0.4388 5.2491 -0.0367 0.1 0.0 -0.9
C 3.4519 -2.0484 -1.8741 0.3 0.1 -1.2
C 4.3132 -1.9382 -3.1646 0.0 -0.8 1.5
O 3.5103 -1.9061 -4.3421 0.2 0.5 0.4
H 2.6733 -2.7963 -2.0243 -0.1 0.0 0.2
H 3.0140 -1.0799 -1.6328 -0.3 -0.1 -0.1
H 4.0861 -2.3251 -1.0318 0.1 -0.1 -0.1
H 4.9667 -2.8075 -3.2374 0.0 -0.2 0.1
H 4.9811 -1.0968 -2.9801 -0.1 0.5 -0.7
H 4.0800 -1.6462 -5.0697 0.1 -0.1 -0.2
C 1.5324 6.6688 -2.7119 -0.5 -1.3 0.9
C 1.0102 5.2069 -2.5893 -0.4 1.1 -1.5
O -0.0606 5.1648 -1.6652 0.8 1.1 0.6
H 0.7319 7.3038 -3.0916 0.2 0.1 0.0
H 2.4285 6.7089 -3.3312 -0.1 0.1 0.0
H 1.7730 6.9533 -1.6876 0.2 0.4 -0.1
H 1.8475 4.5320 -2.4118 -0.2 -0.2 0.5
H 0.5692 4.9656 -3.5565 0.3 -0.4 -0.3
H -0.6299 4.4001 -1.7779 -0.3 -0.9 -0.2
C -1.5100 -4.6403 3.7564 1.2 1.9 -0.1
C -1.0208 -3.1652 3.9045 -0.6 -2.1 -0.1
O -1.5717 -2.4643 2.7944 0.3 0.0 0.6
H -1.0176 -5.1853 4.5618 -0.5 -0.4 -0.1
H -1.1500 -4.9562 2.7773 -0.3 -0.5 0.1
H -2.5982 -4.5825 3.7804 0.1 -0.6 0.1
H 0.0670 -3.1061 3.9425 0.1 0.1 -0.3
H -1.4046 -2.8350 4.8698 -0.1 0.7 -0.1
H -1.7056 -1.5676 3.1099 -0.4 0.8 -0.2
C -2.7998 3.9959 -3.7045 -0.2 1.3 -0.9
C -2.3249 2.7027 -3.1263 -1.6 0.3 -1.1
O -1.7456 2.9575 -1.8954 0.8 0.2 0.4
H -3.2798 3.8945 -4.6779 -0.3 -0.5 0.1
H -1.9927 4.6784 -3.9709 0.5 -0.1 0.4
H -3.4637 4.5846 -3.0715 -0.1 -0.3 0.2
H -1.7204 2.2246 -3.8971 0.7 -0.3 0.3
H -3.1766 2.0436 -2.9574 -0.2 -0.2 -0.2
H -1.5477 2.0808 -1.5580 0.6 -0.2 0.8
C -3.5894 0.6077 0.8220 -0.7 0.5 -1.1
C -4.0446 -0.7015 0.1650 0.9 1.6 -0.4
O -3.7769 -1.6867 1.0901 -0.4 -1.6 1.0
H -4.2353 0.8312 1.6711 -0.2 0.0 0.2
H -3.7765 1.3745 0.0702 0.2 0.5 0.1
H -2.5658 0.6790 1.1898 0.0 -0.4 -0.4
H -3.4920 -1.0036 -0.7247 0.0 0.4 -0.1
H -5.0941 -0.6192 -0.1175 -0.2 -0.2 0.1
H -4.3262 -1.5259 1.8609 0.2 -0.4 0.3
C -4.6410 4.4779 1.3363 -0.3 -0.6 0.0
C -5.3164 4.0393 2.6502 0.9 -0.1 0.0
O -4.3160 3.6630 3.6283 -0.6 0.5 -0.3
H -4.3113 3.5714 0.8287 -0.1 0.1 -0.3
H -3.7348 5.0771 1.4248 -0.1 0.1 0.6
H -5.3089 5.0766 0.7170 -0.2 -0.3 -0.1
H -5.9135 3.1331 2.5484 -0.1 0.1 -0.4
H -5.9696 4.8246 3.0307 0.0 0.1 0.2
H -3.9186 4.5069 3.8551 0.4 -0.1 0.3
C 3.8500 -5.6330 0.4730 -0.2 0.2 0.2
C 3.8693 -4.3737 1.3398 -1.1 0.4 -0.1
O 2.5368 -3.9601 1.6401 -0.6 -1.8 -0.2
H 4.8079 -6.1524 0.5003 0.1 0.2 -0.2
H 3.5462 -5.4007 -0.5477 0.3 0.1 -0.1
H 3.1138 -6.3644 0.8064 -0.1 0.2 0.4
H 4.2590 -3.5013 0.8153 0.9 -0.3 -0.2
H 4.3889 -4.5068 2.2886 0.4 -0.3 -0.1
H 2.5063 -3.0415 1.9175 0.2 0.8 0.2
C 2.7323 1.5114 -3.3046 -0.8 0.6 0.8
C 1.4415 0.7587 -3.6563 0.8 0.1 -0.8
O 1.6691 0.1039 -4.8946 -0.5 0.0 -0.2
H 3.5539 0.8539 -3.0201 -0.1 -0.2 -0.1
H 2.5277 2.1489 -2.4444 0.1 0.1 0.2
H 3.0896 2.1755 -4.0916 -0.2 -0.2 -0.3
H 0.5742 1.3945 -3.8342 0.2 0.3 0.2
H 1.1549 0.0476 -2.8816 0.1 0.0 0.2
H 2.3106 -0.5809 -4.6919 0.1 -0.5 -0.1
C 4.1646 2.3496 -0.0668 -0.5 -0.2 1.4
C 2.8332 2.7519 0.6019 0.2 0.6 -1.2
O 2.9158 3.9857 1.2727 1.1 -0.1 0.3
H 4.8360 2.1988 0.7786 0.5 -0.3 -0.2
H 4.6354 3.0861 -0.7181 -0.5 0.2 0.0
H 4.0079 1.4157 -0.6064 0.2 0.0 0.0
H 2.4623 2.0130 1.3121 0.1 -0.6 -0.3
H 2.1024 2.9079 -0.1917 -0.4 -0.6 -0.1
H 2.0167 4.3173 1.2162 -0.4 0.6 0.3
C -0.1154 -6.3385 0.1983 0.5 0.6 0.6
C 0.2644 -4.9568 -0.3414 -1.1 -0.9 -1.1
O -0.0971 -3.9274 0.5536 0.0 0.2 0.4
H 0.2931 -7.1185 -0.4442 -0.2 -0.1 0.0
H -1.1897 -6.4366 0.3549 0.0 0.1 -0.6
H 0.3107 -6.4403 1.1963 0.4 -0.2 0.1
H -0.3219 -4.7955 -1.2461 0.2 0.1 -0.2
H 1.3275 -4.8253 -0.5427 0.0 -0.3 -0.1
H 0.6875 -3.8975 1.1060 0.2 0.6 0.7
C 4.2906 -1.5819 3.4862 -0.3 -0.4 -0.1
C 3.3408 -0.7211 2.7273 0.6 1.4 -1.2
O 2.2657 -1.4500 2.2251 -0.7 -0.8 0.8
H 4.5437 -2.4315 2.8519 0.2 0.0 0.2
H 3.7693 -1.9629 4.3644 0.4 0.0 0.3
H 5.1946 -1.0204 3.7217 -0.1 -0.1 0.3
H 3.8086 -0.3110 1.8322 0.7 0.3 0.1
H 3.0190 0.1587 3.2846 -0.2 0.0 0.4
H 1.8878 -0.9740 1.4820 -0.7 0.2 -0.6
C 0.0898 0.5694 3.6526 0.5 0.4 -0.8
C -1.2566 1.0157 4.1420 -0.8 -0.8 -0.3
O -2.1988 -0.0860 4.0187 0.4 -0.1 0.5
H 0.8103 1.3737 3.8010 0.1 0.1 0.2
H 0.0714 0.4395 2.5705 -0.1 -0.2 -0.1
H 0.5238 -0.3411 4.0658 -0.4 0.0 0.3
H -1.7050 1.7648 3.4894 0.5 0.5 0.3
H -1.2036 1.3401 5.1813 -0.1 0.1 0.0
H -3.0143 0.1904 4.4432 -0.1 -0.1 -0.1
```
Positions in Å, forces in eV/Å.

---

A molecular structure, C10H25ClIN3NdOP in a non-equilibrium geometry. Source: the OMol25 dataset; level of theory: ωB97M-V/def2-TZVPD.

Summary:
Charge = +2
2S+1 = 4
Max |F| = 3.6 eV Å⁻¹
Electronic energy = -2295.6524 Ha

Geometry as XYZ:
```
43
Properties=species:S:1:pos:R:3:forces:R:3
C -1.1335 -0.0324 -4.0997 -2.0 2.6 -1.5
I 0.3858 -2.1112 -3.2888 1.7 -2.2 0.7
H -0.6083 0.6179 -3.3821 0.0 -0.5 -0.2
H -1.9128 -0.6266 -3.6017 0.5 0.1 -0.2
H -1.6495 0.6452 -4.7995 0.0 0.0 0.2
Nd 0.4370 1.1558 0.4971 0.3 1.7 0.7
P 2.5331 1.7225 -1.4877 1.1 0.6 -1.0
C 2.8408 0.8779 -3.0689 -0.1 -0.6 -0.1
C 2.2294 3.4424 -2.0615 -0.5 0.1 0.3
H 4.1740 2.2126 0.2345 0.2 0.0 -0.3
H 4.7995 2.6104 -1.4005 -0.2 -0.3 0.2
H 4.7229 0.9005 -0.8465 -0.1 0.3 0.1
C 4.2262 1.8795 -0.8114 0.0 -0.2 0.5
H 1.7189 4.0032 -1.2658 0.2 0.1 -0.3
H 3.1890 3.9261 -2.2914 -0.3 -0.1 0.0
H 3.8458 1.1180 -3.4446 -0.3 0.0 0.1
H 2.0905 1.1816 -3.8093 0.2 -0.1 0.1
H 1.5939 3.4337 -2.9572 0.2 0.1 0.2
H 2.7510 -0.2069 -2.9273 0.2 0.3 -0.2
C -0.2015 -0.8556 -4.8945 0.4 0.1 -1.6
O 0.1426 -0.8587 -6.0402 -0.7 -0.1 2.6
Cl 0.9680 3.2097 1.8345 -0.1 -0.6 -0.5
C -1.5918 -0.1865 4.7675 0.0 0.3 0.3
N -1.8666 -1.1091 3.6715 0.4 0.0 -0.7
C -2.4752 -2.3834 4.0357 -0.5 -0.5 0.2
C -1.2780 -0.8908 2.4867 0.3 0.4 0.9
N -0.3588 0.0933 2.3636 -0.5 -0.3 -0.2
N -1.5836 -1.6215 1.3864 0.7 0.5 -0.7
C -2.8729 -2.2825 1.2235 -0.6 -0.6 -0.2
C -0.8430 -1.3107 0.1489 -0.6 -0.5 1.0
H -2.2227 -0.4816 5.6078 0.2 0.2 -0.1
H -1.8421 0.8416 4.4764 0.0 -0.2 0.1
H -0.5383 -0.2232 5.0844 -0.3 -0.1 0.0
H -3.5343 -2.4145 3.7472 0.3 -0.1 0.2
H -1.9429 -3.2328 3.5880 -0.1 0.3 0.2
H -2.4208 -2.4692 5.1252 0.0 -0.1 -0.3
H -0.1691 0.5559 3.2563 0.0 -0.2 -0.4
H -3.0938 -2.3498 0.1528 0.0 0.0 0.3
H -2.8363 -3.3036 1.6252 -0.2 0.3 -0.2
H -3.6885 -1.7213 1.7016 0.4 -0.1 -0.2
H -1.2478 -0.3704 -0.3241 0.1 -0.6 0.0
H 0.2476 -1.2830 0.3752 -0.5 -0.2 -0.3
H -0.9840 -2.1023 -0.5874 0.0 0.2 0.1
```
Positions in Å, forces in eV/Å.

---

A gas-phase ion, C19H18F3N2O4S2 (charge -1) in a non-equilibrium geometry. Source: the OMol25 dataset; level of theory: ωB97M-V/def2-TZVPD.

Summary:
Charge = -1
SMILES = CCOC(=O)[C@@H](c1ccc(C#N)cc1)[C@H]1C=CC=CC1=[S@](=O)([O-])N(C)SC(F)(F)F
Energy above the lowest of the compared OMol25 structures with the same formula, charge and spin = 0.00 kJ/mol
Max |F| = 3.1 eV Å⁻¹
Electronic energy = -2241.2241 Ha

Geometry as XYZ:
```
48
Properties=species:S:1:pos:R:3:forces:R:3
C -4.7344 0.1635 -3.0098 -0.4 -0.2 -0.1
C -3.5605 0.9181 -2.4589 0.3 -0.3 0.1
O -2.5818 -0.0545 -1.9941 -0.2 0.4 0.0
C -1.4613 0.5325 -1.5402 1.0 1.1 0.2
O -1.3122 1.7469 -1.5614 -0.3 -1.5 0.1
C -0.3855 -0.4650 -1.0568 -0.3 0.5 -3.0
C 0.8515 -0.3841 -1.9635 -0.3 0.0 0.1
C 1.3387 0.8447 -2.4070 0.5 0.1 -0.2
C 2.6309 0.9530 -2.9217 -0.4 0.3 -0.1
C 3.4422 -0.1730 -3.0296 -0.2 -0.2 0.1
C 4.8244 -0.0402 -3.4167 2.1 0.3 -0.6
N 5.9524 0.0925 -3.7060 -2.4 -0.3 0.6
C 2.8950 -1.4263 -2.7299 0.1 -0.3 0.0
C 1.5998 -1.5420 -2.2413 0.0 0.3 0.2
C -0.0454 -0.3112 0.4133 -1.0 -0.1 1.4
C 1.1259 -1.1590 0.7987 0.5 -0.3 -0.7
C 2.3531 -0.5831 0.9693 -0.4 -0.3 -0.5
C 2.4897 0.8076 1.1708 0.4 0.9 -0.2
C 1.3509 1.5949 1.3064 0.8 -0.3 0.2
C 0.1045 1.0432 1.0645 -1.1 0.9 0.3
S -1.1532 1.5405 2.2152 2.1 -1.0 -1.5
O -2.4643 1.2447 1.7132 -0.3 0.1 0.2
O -0.8348 2.8135 2.8259 -0.4 -0.7 0.0
N -0.8374 0.3321 3.4110 -1.5 -0.9 -0.5
C 0.2397 0.5618 4.3482 0.6 -0.3 0.0
S -0.9532 -1.3065 2.6966 -0.3 1.0 2.3
C -1.4172 -2.2056 4.1903 -0.1 0.5 0.1
F -2.4746 -3.0142 3.9054 0.6 0.0 0.5
F -0.3620 -2.9910 4.5588 -0.9 0.0 0.2
F -1.7483 -1.4335 5.2475 0.0 -0.8 -0.4
H -5.4397 0.8852 -3.4242 -0.1 0.0 0.0
H -4.4578 -0.5231 -3.8153 0.1 0.1 0.1
H -5.2466 -0.4002 -2.2265 0.1 0.0 -0.1
H -3.1000 1.5376 -3.2337 0.0 0.0 0.2
H -3.8455 1.5435 -1.6082 0.1 0.0 -0.2
H -0.8225 -1.4653 -1.1859 0.2 0.1 0.1
H 0.7103 1.7312 -2.3511 0.3 -0.2 0.3
H 3.0064 1.9279 -3.2338 0.0 -0.3 0.1
H 3.5186 -2.3139 -2.8351 -0.2 0.2 -0.1
H 1.1828 -2.5296 -2.0165 0.2 0.4 0.0
H -1.0259 -0.7556 0.7397 0.9 0.6 0.1
H 1.0176 -2.2436 0.6911 0.1 0.3 0.1
H 3.2536 -1.1941 0.8686 -0.2 0.0 0.5
H 3.4650 1.2589 1.3313 -0.1 -0.1 -0.1
H 1.4489 2.6127 1.6897 -0.2 -0.3 0.0
H 0.0916 -0.1414 5.1717 0.2 0.2 0.0
H 1.2388 0.3869 3.9085 -0.3 0.3 0.1
H 0.1317 1.5827 4.7315 0.2 -0.2 -0.2
```
Positions in Å, forces in eV/Å.

---

A single C21H15N3O5S molecule in a non-equilibrium geometry. Source: the OMol25 dataset; level of theory: ωB97M-V/def2-TZVPD.

Summary:
Charge = 0
SMILES = Cc1c(C(=O)OCc2nc3scc(-c4ccccc4)c3c(=O)[nH]2)cccc1[N+](=O)[O-]
Energy above the lowest of the compared OMol25 structures with the same formula, charge and spin = 57.84 kJ/mol
Max |F| = 1.3 eV Å⁻¹
Electronic energy = -1747.8742 Ha

Geometry as XYZ:
```
45
Properties=species:S:1:pos:R:3:forces:R:3
C -4.8911 -1.7194 -0.5568 -0.1 -0.3 -0.2
C -4.4270 -0.4534 0.0803 -0.1 0.2 0.0
C -3.1764 -0.3662 0.7066 -0.1 0.3 0.1
C -2.1528 -1.4479 0.6771 0.0 0.0 0.3
O -1.4100 -1.6983 1.5885 -0.1 -0.1 -0.1
O -2.0689 -2.0530 -0.5251 -0.2 0.2 -0.3
C -1.0011 -2.9792 -0.6707 0.2 -0.4 0.1
C 0.3367 -2.3075 -0.5098 0.2 0.0 0.1
N 1.3346 -2.9834 -0.0593 -0.5 -0.6 0.0
C 2.4911 -2.3003 0.0875 0.3 0.6 -0.1
S 3.9392 -3.0567 0.6359 -0.2 0.4 -0.2
C 4.7768 -1.5502 0.5333 -0.2 -0.1 -0.1
C 4.0023 -0.5103 0.1165 0.2 -0.3 0.1
C 4.4943 0.8645 -0.0129 0.2 0.2 0.0
C 3.7830 1.9250 0.5392 0.1 0.0 0.0
C 4.2599 3.2168 0.4217 -0.1 0.0 0.1
C 5.4491 3.4643 -0.2433 0.1 0.0 0.0
C 6.1665 2.4119 -0.7868 0.1 0.1 0.0
C 5.6950 1.1176 -0.6697 -0.1 0.0 0.0
C 2.6686 -0.9409 -0.1580 0.0 -0.6 0.2
C 1.5607 -0.1918 -0.7052 -0.2 -0.2 -0.1
O 1.5087 0.9702 -1.0391 0.0 0.3 -0.1
N 0.4196 -0.9996 -0.8605 -0.2 0.0 -0.1
C -2.7851 0.7823 1.3913 0.0 -0.1 0.0
C -3.6118 1.8889 1.4515 0.0 -0.1 -0.1
C -4.8367 1.8421 0.8186 -0.2 -0.1 -0.1
C -5.2326 0.6913 0.1431 1.2 0.1 0.6
N -6.5263 0.7518 -0.4997 -0.4 0.1 -0.1
O -6.7233 0.0522 -1.4687 0.0 -0.1 -0.3
O -7.3354 1.5249 -0.0340 -0.3 0.2 0.1
H -5.9605 -1.8625 -0.4212 0.1 0.0 0.0
H -4.3648 -2.5760 -0.1477 0.0 0.0 0.0
H -4.7095 -1.6824 -1.6304 0.0 -0.1 0.0
H -1.1092 -3.3934 -1.6764 0.0 0.1 0.1
H -1.0712 -3.7815 0.0700 0.1 0.1 -0.1
H 5.8104 -1.5112 0.8157 0.2 0.1 0.1
H 2.8599 1.7347 1.0639 -0.1 0.0 0.0
H 3.7000 4.0348 0.8504 0.0 0.1 0.0
H 5.8164 4.4756 -0.3382 0.0 0.1 0.0
H 7.0947 2.6004 -1.3062 0.1 0.0 0.0
H 6.2467 0.2963 -1.1039 0.0 -0.1 -0.1
H -0.3919 -0.5328 -1.2516 0.1 0.0 0.1
H -1.8183 0.7891 1.8717 0.1 0.0 0.0
H -3.3017 2.7761 1.9790 0.0 0.1 0.0
H -5.5088 2.6871 0.8333 0.0 0.0 0.0
```
Positions in Å, forces in eV/Å.

---

- The lowest electronic energy belongs to which entry?
  C28H84FeNO21S

---

Please write out number 4 again, unchanged.
A single C21H15N3O5S molecule in a non-equilibrium geometry. Source: the OMol25 dataset; level of theory: ωB97M-V/def2-TZVPD.

Summary:
Charge = 0
SMILES = Cc1c(C(=O)OCc2nc3scc(-c4ccccc4)c3c(=O)[nH]2)cccc1[N+](=O)[O-]
Energy above the lowest of the compared OMol25 structures with the same formula, charge and spin = 57.84 kJ/mol
Max |F| = 1.3 eV Å⁻¹
Electronic energy = -1747.8742 Ha

Geometry as XYZ:
```
45
Properties=species:S:1:pos:R:3:forces:R:3
C -4.8911 -1.7194 -0.5568 -0.1 -0.3 -0.2
C -4.4270 -0.4534 0.0803 -0.1 0.2 0.0
C -3.1764 -0.3662 0.7066 -0.1 0.3 0.1
C -2.1528 -1.4479 0.6771 0.0 0.0 0.3
O -1.4100 -1.6983 1.5885 -0.1 -0.1 -0.1
O -2.0689 -2.0530 -0.5251 -0.2 0.2 -0.3
C -1.0011 -2.9792 -0.6707 0.2 -0.4 0.1
C 0.3367 -2.3075 -0.5098 0.2 0.0 0.1
N 1.3346 -2.9834 -0.0593 -0.5 -0.6 0.0
C 2.4911 -2.3003 0.0875 0.3 0.6 -0.1
S 3.9392 -3.0567 0.6359 -0.2 0.4 -0.2
C 4.7768 -1.5502 0.5333 -0.2 -0.1 -0.1
C 4.0023 -0.5103 0.1165 0.2 -0.3 0.1
C 4.4943 0.8645 -0.0129 0.2 0.2 0.0
C 3.7830 1.9250 0.5392 0.1 0.0 0.0
C 4.2599 3.2168 0.4217 -0.1 0.0 0.1
C 5.4491 3.4643 -0.2433 0.1 0.0 0.0
C 6.1665 2.4119 -0.7868 0.1 0.1 0.0
C 5.6950 1.1176 -0.6697 -0.1 0.0 0.0
C 2.6686 -0.9409 -0.1580 0.0 -0.6 0.2
C 1.5607 -0.1918 -0.7052 -0.2 -0.2 -0.1
O 1.5087 0.9702 -1.0391 0.0 0.3 -0.1
N 0.4196 -0.9996 -0.8605 -0.2 0.0 -0.1
C -2.7851 0.7823 1.3913 0.0 -0.1 0.0
C -3.6118 1.8889 1.4515 0.0 -0.1 -0.1
C -4.8367 1.8421 0.8186 -0.2 -0.1 -0.1
C -5.2326 0.6913 0.1431 1.2 0.1 0.6
N -6.5263 0.7518 -0.4997 -0.4 0.1 -0.1
O -6.7233 0.0522 -1.4687 0.0 -0.1 -0.3
O -7.3354 1.5249 -0.0340 -0.3 0.2 0.1
H -5.9605 -1.8625 -0.4212 0.1 0.0 0.0
H -4.3648 -2.5760 -0.1477 0.0 0.0 0.0
H -4.7095 -1.6824 -1.6304 0.0 -0.1 0.0
H -1.1092 -3.3934 -1.6764 0.0 0.1 0.1
H -1.0712 -3.7815 0.0700 0.1 0.1 -0.1
H 5.8104 -1.5112 0.8157 0.2 0.1 0.1
H 2.8599 1.7347 1.0639 -0.1 0.0 0.0
H 3.7000 4.0348 0.8504 0.0 0.1 0.0
H 5.8164 4.4756 -0.3382 0.0 0.1 0.0
H 7.0947 2.6004 -1.3062 0.1 0.0 0.0
H 6.2467 0.2963 -1.1039 0.0 -0.1 -0.1
H -0.3919 -0.5328 -1.2516 0.1 0.0 0.1
H -1.8183 0.7891 1.8717 0.1 0.0 0.0
H -3.3017 2.7761 1.9790 0.0 0.1 0.0
H -5.5088 2.6871 0.8333 0.0 0.0 0.0
```
Positions in Å, forces in eV/Å.

---

- Look up the charge of the second one.
  +2